Entry 1:
Below is a 2-piece molecular cluster, C8H17N2O5 overall at a distorted geometry, with properties calculated with wB97M-V/def2-TZVPD.

Geometry as XYZ:
```
32
Properties=species:S:1:pos:R:3:forces:R:3
C 2.44835 -0.43510 -2.58591 0.353 0.952 1.650
C 1.62784 0.76430 -1.75803 2.057 3.209 -1.248
N 2.15875 2.05192 -1.89490 -3.484 -5.219 1.632
C 0.32963 0.38215 -0.83265 1.485 -0.784 1.082
N -1.01590 0.63788 -1.47437 0.556 1.308 -2.438
C -1.50142 -0.52336 -2.31356 -0.194 0.098 -0.298
O -2.40216 -1.35041 -1.44362 4.663 0.390 -0.771
O -3.62367 -0.97849 -1.81271 -4.616 -0.736 -1.674
C -1.08113 1.95974 -2.20643 0.638 1.135 -4.804
O -0.76786 2.15710 -3.48953 -2.221 -1.454 7.867
O -1.59964 3.12322 -1.41379 -0.634 -2.918 -2.447
H 1.90950 -0.76023 -3.57260 0.989 0.581 2.005
H 3.54815 -0.01802 -2.78969 -2.620 -0.852 0.207
H 2.57373 -1.31102 -1.79714 -0.429 1.550 -1.913
H 1.53335 2.65593 -1.28090 0.894 -0.684 -0.781
H 0.39696 -0.79177 -0.63232 -0.316 2.714 -0.199
H 0.39015 0.90039 0.24091 -0.024 -1.231 -2.028
H -0.66100 -1.25664 -2.67519 -1.427 1.585 0.734
H -2.19880 -0.13111 -3.19343 1.856 -0.886 1.846
H -3.90289 -1.71485 -2.44575 0.268 1.359 1.114
H -2.53022 3.26388 -1.81227 2.200 -0.235 0.809
C 1.56308 -0.63183 4.23558 0.077 -0.109 1.043
C 0.31957 -0.19883 3.44145 0.708 -1.936 -0.359
C -0.72438 -1.32748 3.47648 -0.574 -0.287 0.827
O 0.68319 -0.02135 2.18335 0.146 1.388 -1.963
H 2.02556 -1.54122 3.82964 -0.229 0.166 -0.194
H 2.32642 0.15639 4.24764 -0.195 -0.029 -0.169
H 1.29491 -0.84139 5.27811 0.104 -0.060 0.284
H -0.12130 0.63526 4.00551 -0.256 0.758 0.085
H -0.34710 -2.26262 3.04220 0.178 0.282 -0.061
H -1.63583 -1.04837 2.93273 0.244 0.100 -0.026
H -1.01585 -1.54403 4.51120 -0.198 -0.156 0.190
```
Forces are in eV/Å.

Calculated values
Charge: -1
Highest occupied orbital energy, eV: -2.7
Relative energy (zero: lowest compared OMol25 entry of this formula, charge and spin), kcal per mole: 94.9
Frontier orbital gap, hartree: 0.1955
LUMO, Eh: 0.095


Entry 2:
Below is a 2-piece molecular cluster, C8H17N3 overall at a distorted geometry, with properties calculated with wB97M-V/def2-TZVPD.

Geometry as XYZ:
```
28
Properties=species:S:1:pos:R:3:forces:R:3
C -4.03816 -0.85882 13.84616 0.770 0.385 0.153
C -3.63249 -1.74380 11.03448 -1.432 -0.368 0.272
C -2.82317 -0.55651 13.01498 0.040 0.093 0.038
C 5.56845 2.96114 -15.26442 0.463 0.175 -0.025
C 5.58427 0.82190 -13.95104 -0.157 -0.479 -0.022
C 3.47061 2.16705 -14.12935 -0.257 0.319 0.344
C -6.25304 -3.24336 12.42285 -0.153 -1.905 -0.178
C 4.87478 1.98604 -14.44269 -0.022 0.004 -0.073
N -5.01030 -1.55494 13.48631 -0.681 -0.855 -0.323
N -2.69182 -1.19841 11.70775 1.072 0.187 -0.275
N -5.75910 -1.96059 12.65492 0.317 2.281 -0.045
H -4.03863 -0.44293 14.84705 -0.176 -0.120 0.059
H -3.32876 -2.16857 10.07999 0.503 0.179 -0.055
H -2.79887 0.53602 12.88009 -0.069 -0.223 0.029
H -1.93484 -0.81532 13.60579 -0.206 0.059 -0.007
H 5.42390 3.97547 -14.88031 -0.119 -0.009 0.085
H 6.62783 2.75129 -15.37622 0.020 -0.019 -0.045
H 5.10262 2.99059 -16.25622 -0.159 -0.076 -0.071
H 4.93470 0.06969 -13.50929 0.028 0.030 0.009
H 6.29133 1.16359 -13.18438 0.062 0.194 0.102
H 6.22827 0.39143 -14.72136 0.039 0.056 -0.086
H 3.13787 3.19826 -14.21267 -0.001 0.041 -0.071
H 2.89399 1.58675 -14.86184 0.058 -0.173 -0.173
H 3.20306 1.74133 -13.16164 0.051 -0.061 0.008
H -5.63578 -4.05654 12.81066 0.003 0.110 0.004
H -7.25774 -3.29430 12.86026 0.105 0.187 0.081
H -6.40977 -3.33830 11.34388 0.139 0.106 0.198
H -1.72921 -1.10820 11.35625 -0.238 -0.119 0.064
```
Forces are in eV/Å.

Calculated values
Charge: +2
Highest occupied orbital energy, eV: -13.2
Relative energy (zero: lowest compared OMol25 entry of this formula, charge and spin), kcal per mole: 72.2
Frontier orbital gap, hartree: 0.2340
LUMO, Eh: -0.252


Entry 3:
Below is a 2-piece molecular cluster, C8H17N3O overall at a distorted geometry, with properties calculated with wB97M-V/def2-TZVPD.

Geometry as XYZ:
```
29
Properties=species:S:1:pos:R:3:forces:R:3
O -2.05279 -1.77408 3.33799 0.285 0.461 -0.387
C -1.58526 -0.94081 2.59711 -0.185 -0.269 0.187
C -2.39658 0.07738 1.83412 -0.191 -0.002 -0.031
C -1.81102 1.46521 1.97505 -0.412 -0.034 0.595
C -1.79253 2.42110 0.85460 -0.279 0.121 -0.403
N -0.58241 1.70501 1.23628 -1.658 -0.038 1.904
H -0.49244 -0.86558 2.42066 -0.026 -0.112 0.091
H -2.36936 -0.20191 0.77149 0.033 -0.016 0.128
H -3.43622 0.02800 2.17753 0.174 0.059 -0.074
H -1.87044 1.89099 2.97353 -0.123 -0.011 -0.034
H -2.21495 2.12342 -0.11362 0.150 0.109 0.339
H -1.85438 3.48000 1.07768 -0.049 -0.058 -0.028
H 0.03544 2.29794 1.75758 0.256 0.380 0.328
C 1.31538 -2.53614 -3.46231 0.121 -0.104 -0.387
N 1.64533 -1.95823 -2.17699 -0.048 0.045 -0.171
C 1.18511 -0.79825 -1.93781 -0.164 0.324 -0.033
N 1.41803 -0.13288 -0.77181 0.083 -0.491 -0.304
C 2.22775 -0.79314 0.23288 0.152 0.018 0.135
C 0.86425 1.18624 -0.57409 0.734 -0.541 -2.554
H 2.23822 -2.77138 -4.03158 -0.433 0.126 0.314
H 0.78213 -3.48488 -3.31594 0.094 0.172 -0.065
H 0.68444 -1.87866 -4.09964 0.208 -0.211 0.247
H 0.55308 -0.23116 -2.66225 0.318 -0.273 0.351
H 2.32259 -0.13332 1.10981 -0.038 -0.270 -0.333
H 1.77347 -1.75071 0.53658 0.151 0.282 -0.064
H 3.23209 -1.02213 -0.16492 -0.327 0.064 0.179
H -0.21488 1.17625 -0.63036 0.277 -0.111 -0.359
H 1.16223 1.52881 0.36609 0.643 0.302 0.759
H 1.23373 1.89289 -1.31766 0.256 0.077 -0.331
```
Forces are in eV/Å.

Calculated values
Highest occupied orbital energy, eV: -7.9
Relative energy (zero: lowest compared OMol25 entry of this formula, charge and spin), kcal per mole: 68.8
Frontier orbital gap, hartree: 0.3131
LUMO, Eh: 0.023
SMILES: O=CC[C@@H]1CN1.C/N=C/N(C)C


Entry 4:
Below is a 2-piece molecular cluster, C8H17N4 overall at a distorted geometry, with properties calculated with wB97M-V/def2-TZVPD.

Geometry as XYZ:
```
29
Properties=species:S:1:pos:R:3:forces:R:3
C -1.74098 0.13242 2.01383 0.598 -1.351 0.330
C 0.53591 0.47905 -2.04162 -1.079 0.457 -1.909
C 1.74552 0.76809 1.71115 -1.151 -1.860 -1.633
C -2.82911 0.61795 2.86484 -0.562 0.387 1.649
C 0.40008 0.86077 -3.53410 -1.632 3.222 2.699
C 2.94895 -0.01904 2.07180 1.207 -1.481 -1.471
C -0.67955 -2.10371 -0.95244 2.916 0.946 -1.911
C -0.21101 0.57539 0.28823 -2.332 -0.761 -1.291
N -1.37004 0.79005 1.01474 0.941 1.573 -1.265
N -0.34787 0.66695 -1.07686 -2.209 2.080 -0.003
N 0.96136 0.19830 0.77315 3.726 1.876 2.927
N -0.09043 -1.69204 -2.14118 1.938 -1.052 1.958
H -1.26963 -0.87607 2.22296 -0.385 1.003 0.135
H 1.52875 0.47764 -1.78176 2.149 -0.499 1.069
H 1.68011 1.70128 2.31789 -1.044 -0.346 -0.950
H -3.70633 0.00428 2.70490 -0.322 -0.322 0.012
H -2.55983 0.46915 3.94813 -0.216 0.144 -0.979
H -3.14664 1.67229 2.71803 0.595 -0.703 -0.178
H -0.63066 0.96899 -3.90056 0.129 -0.499 0.167
H 0.79622 1.93608 -3.64845 -0.066 -1.733 -0.087
H 0.93416 0.14981 -4.05780 1.205 -1.138 -1.525
H 2.77796 -0.73739 2.85724 -0.524 0.015 0.800
H 3.87602 0.50988 2.36617 -0.757 0.145 -0.331
H 3.16187 -0.74810 1.22732 0.012 1.113 0.710
H 0.02348 -2.23061 -0.14038 -0.482 -0.365 0.057
H -1.72315 -2.13827 -0.94562 -1.227 -0.114 0.300
H 0.85381 -1.87943 -2.52004 -0.658 -0.431 1.459
H -1.30822 0.95212 -1.43622 1.483 -0.596 1.165
H -0.61075 -1.50583 -2.92335 -2.252 0.292 -1.903
```
Forces are in eV/Å.

Calculated values
Charge: +1
Highest occupied orbital energy (spin up / spin down), eV: -10.4 / -10.0
Relative energy (zero: lowest compared OMol25 entry of this formula, charge and spin), kcal per mole: 94.1
Frontier orbital gap (spin up / spin down), hartree: 0.2435 / 0.2347
LUMO (spin up / spin down), Eh: -0.138 / -0.134


Entry 5:
Below is an isolated ion of composition C8H17N4 and charge +1 at a distorted geometry, with properties calculated with wB97M-V/def2-TZVPD.

Geometry as XYZ:
```
29
Properties=species:S:1:pos:R:3:forces:R:3
C 0.53563 1.56743 2.51882 -0.255 -0.759 2.012
C 0.36024 0.30385 1.61008 -0.478 1.363 -0.453
C 0.72073 0.71636 0.17400 -0.662 -0.203 -1.356
N 1.75470 0.19224 -0.49366 0.667 0.665 0.589
C 1.56796 -0.08810 -1.90550 1.687 0.814 -0.567
C 2.70959 -0.94853 -2.45689 -0.119 -2.605 -1.040
N 0.28160 -0.67133 -2.01690 -4.976 -2.192 0.875
N -0.51526 -0.50934 -1.07435 6.126 2.704 -1.395
C -1.78731 -0.92285 -0.69332 -0.593 -2.360 -0.164
C -2.82546 0.11497 -1.18964 1.435 -0.349 0.770
N -1.58436 -1.20555 0.75606 -1.400 4.865 -1.077
C -1.16113 -0.15638 1.73375 0.396 -0.985 -2.194
H 0.08647 2.42944 1.98734 0.741 -0.208 0.296
H 1.67204 1.72716 2.88035 -2.938 -0.165 -0.787
H -0.24709 1.40142 3.41889 2.314 0.482 -1.548
H 1.00363 -0.53808 1.90261 -0.127 0.239 -0.056
H 0.46975 1.68133 -0.36543 -0.716 -1.009 1.341
H 2.25432 -0.52270 0.01089 0.142 -0.416 -0.194
H 1.50272 0.71812 -2.68681 0.020 0.291 1.432
H 3.41750 -0.45811 -3.17637 -1.072 -0.387 0.673
H 2.33635 -1.97618 -2.84844 0.066 2.111 -0.280
H 3.29910 -1.43053 -1.70087 0.603 0.562 1.039
H -1.96452 -1.88947 -1.22844 -0.148 0.422 0.734
H -3.67411 -0.40541 -1.56001 -0.871 -0.401 0.009
H -2.39717 0.64998 -2.07344 -0.397 0.180 1.197
H -3.04603 0.62363 -0.24622 -0.400 0.920 -0.869
H -1.46294 -2.10964 0.94257 0.700 -4.113 1.056
H -1.36478 -0.44540 2.76535 0.159 -0.348 -0.200
H -1.84198 0.64806 1.51641 0.097 0.882 0.155
```
Forces are in eV/Å.

Calculated values
Charge: +1
Highest occupied orbital energy, eV: -13.0
Relative energy (zero: lowest compared OMol25 entry of this formula, charge and spin), kcal per mole: 75.5
Frontier orbital gap, hartree: 0.3396
LUMO, Eh: -0.137
SMILES: C[C@@H]1/C=[NH+]/[C@@H](C)/N=N/[C@H](C)NC1


Entry 6:
Below is an isolated ion of composition C8H17N4OS and charge +1 at a distorted geometry, with properties calculated with wB97M-V/def2-TZVPD.

Geometry as XYZ:
```
31
Properties=species:S:1:pos:R:3:forces:R:3
C 4.89448 1.90930 0.15897 -0.426 -0.376 -0.064
S 5.05663 0.14769 -0.13544 -0.765 -0.668 -0.014
O 3.33960 -0.15773 -0.01408 0.050 -0.242 -0.006
C 2.25609 -0.87158 -0.07104 -1.134 -0.501 -0.232
N 2.05865 -2.16612 -0.22629 3.077 0.924 -0.113
N 0.72377 -2.59790 -0.31272 -0.418 -0.054 -0.078
N 0.16222 -3.02186 0.92252 -0.596 -0.404 0.593
C -0.20972 -1.62374 -0.95084 -0.188 0.355 -0.073
C 0.00460 -0.31121 -0.22377 0.152 -0.295 -0.269
C -1.15579 0.59810 0.04098 -0.234 0.306 0.060
C -1.84852 0.89543 -1.29824 0.154 -0.043 0.160
C -0.66955 1.89750 0.68225 -0.004 -0.216 -0.116
C -2.14598 -0.09976 0.98860 0.165 0.018 -0.143
N 1.18157 -0.01006 0.14310 -0.343 0.618 0.457
H 4.41691 2.08738 1.11846 0.063 0.013 0.036
H 4.33930 2.37647 -0.64979 0.059 0.049 -0.011
H 5.91344 2.28864 0.18022 0.185 -0.031 -0.024
H 0.76944 -3.44678 -0.89826 -0.059 0.420 0.265
H 0.72873 -3.76193 1.33048 0.190 0.139 -0.247
H 0.13216 -2.24600 1.58290 0.150 0.036 -0.288
H -1.22264 -2.00854 -0.84851 0.144 -0.037 -0.023
H 0.05612 -1.52067 -2.00707 0.051 -0.098 0.120
H -2.24976 -0.00489 -1.75624 -0.110 -0.114 -0.108
H -2.67314 1.58024 -1.12416 -0.114 0.045 -0.011
H -1.15778 1.36577 -1.99273 0.063 0.087 -0.128
H 0.04056 2.40103 0.03372 0.096 0.103 -0.034
H -0.18041 1.69630 1.63023 0.069 0.043 0.116
H -1.51293 2.55853 0.85669 -0.126 0.049 0.006
H -2.94790 0.59603 1.22153 -0.080 0.016 0.028
H -1.66346 -0.37886 1.92264 0.021 -0.020 0.158
H -2.59206 -0.98489 0.54253 -0.089 -0.125 -0.016
```
Forces are in eV/Å.

Calculated values
Charge: +1
Highest occupied orbital energy, eV: -12.4
Relative energy (zero: lowest compared OMol25 entry of this formula, charge and spin), kcal per mole: 44.7
Frontier orbital gap, hartree: 0.3238
LUMO, Eh: -0.131
SMILES: CSOC1=N[N@@H+](N)CC(C(C)(C)C)=N1


Entry 7:
Below is the molecule C8H17NO, with properties calculated with wB97M-V/def2-TZVPD.

Geometry as XYZ:
```
27
Properties=species:S:1:pos:R:3:forces:R:3
C 3.24913 0.80632 -0.14350 0.002 0.301 -0.061
N 2.09755 -0.06685 -0.21307 0.297 0.062 0.061
C 2.33911 -1.45593 0.10391 -0.202 -0.240 0.049
C 0.89735 0.46312 -0.56800 0.085 -0.339 -0.043
O 0.80263 1.64215 -0.86067 -0.234 0.314 -0.102
C -0.28831 -0.48608 -0.60145 -0.171 0.238 0.077
C -1.56404 0.08682 0.05405 -0.023 -0.011 0.022
C -2.15373 1.21131 -0.79612 0.141 0.003 0.099
C -2.58809 -1.04710 0.17151 0.228 0.171 -0.033
C -1.22932 0.61213 1.45169 -0.014 -0.038 -0.211
H 3.66560 0.80819 0.86635 0.046 -0.012 -0.013
H 4.01812 0.48600 -0.85015 0.030 -0.002 0.032
H 2.92247 1.81188 -0.40123 0.125 -0.085 0.047
H 3.41227 -1.60317 0.20801 -0.030 -0.004 -0.015
H 1.86589 -1.74466 1.04707 0.051 -0.077 -0.036
H 1.98458 -2.11516 -0.69080 0.038 -0.045 0.075
H -0.49840 -0.69695 -1.65372 0.024 -0.093 -0.028
H -0.04791 -1.42446 -0.10785 -0.001 -0.076 -0.047
H -1.41102 1.98773 -0.95156 -0.039 0.068 -0.044
H -2.46717 0.83155 -1.76670 -0.061 -0.036 -0.142
H -3.01950 1.64534 -0.30054 -0.160 0.013 0.055
H -2.21956 -1.84134 0.81847 0.030 -0.119 0.078
H -3.51770 -0.67058 0.59187 -0.129 0.033 0.047
H -2.80433 -1.47316 -0.80606 -0.054 -0.073 -0.120
H -2.13281 0.94925 1.95488 -0.097 0.032 0.082
H -0.54192 1.45121 1.38529 0.069 0.117 0.051
H -0.77089 -0.16755 2.05832 0.050 -0.102 0.119
```
Forces are in eV/Å.

Calculated values
Highest occupied orbital energy, eV: -9.2
Relative energy (zero: lowest compared OMol25 entry of this formula, charge and spin), kcal per mole: 11.2
Frontier orbital gap, hartree: 0.3644
LUMO, Eh: 0.027
SMILES: CN(C)C(=O)CC(C)(C)C


Entry 8:
Below is a 3-piece molecular cluster, C8H17NO overall at a distorted geometry, with properties calculated with wB97M-V/def2-TZVPD.

Geometry as XYZ:
```
27
Properties=species:S:1:pos:R:3:forces:R:3
C 1.77673 -0.26342 0.19175 0.565 -0.731 0.252
C -0.51245 0.96056 -0.38464 -0.995 -0.428 0.228
C -0.56098 -0.27580 0.18445 1.576 0.607 -0.195
C 2.12407 -0.86237 -1.14237 -0.035 -0.081 -0.097
C 2.41971 1.07434 0.44367 -0.195 0.110 -0.032
C 1.92139 -1.22094 1.34492 0.120 -0.092 0.027
C -3.79177 -0.11949 0.76273 0.174 -0.137 0.136
C -2.94513 0.49912 -0.31145 -1.156 0.952 -0.751
O -0.38215 1.19918 -1.70161 -0.124 -0.027 -0.037
N -3.44848 0.97233 -1.36252 0.366 -0.325 0.325
H -0.50686 0.37804 -2.20029 0.068 0.074 0.120
H -0.39079 1.85818 0.20676 -0.127 -0.009 -0.053
H -2.76309 1.40264 -1.99200 -0.032 -0.026 0.100
H -0.70060 -1.16003 -0.42297 0.052 -0.037 0.000
H -0.70748 -0.36026 1.24959 0.000 0.022 -0.009
H 1.56074 -1.78158 -1.33843 0.003 0.078 0.005
H 1.95103 -0.15971 -1.96304 -0.024 -0.038 0.038
H 3.19006 -1.14407 -1.19788 -0.075 0.073 0.081
H 2.29372 1.76218 -0.39706 -0.110 -0.012 0.027
H 3.51045 0.97553 0.58776 -0.183 -0.130 0.009
H 2.02570 1.55129 1.34664 0.017 0.003 -0.037
H 2.97817 -1.49864 1.50434 -0.075 0.062 -0.024
H 1.56506 -0.78607 2.28342 0.003 -0.011 -0.042
H 1.37847 -2.15571 1.17443 -0.005 0.065 -0.002
H -4.86140 -0.04605 0.53134 0.197 0.047 -0.065
H -3.59347 0.37486 1.71746 -0.016 -0.052 -0.040
H -3.53063 -1.17414 0.88499 0.012 0.043 0.036
```
Forces are in eV/Å.

Calculated values
Highest occupied orbital energy (spin up / spin down), eV: -6.2 / -6.5
Relative energy (zero: lowest compared OMol25 entry of this formula, charge and spin), kcal per mole: 146.9
Frontier orbital gap (spin up / spin down), hartree: 0.2521 / 0.2645
LUMO (spin up / spin down), Eh: 0.023 / 0.024